{
  "formula": "C3H8O2",
  "method": "wB97M-V/def2-TZVPD",
  "species": ["C", "O", "C", "C", "O", "H", "H", "H", "H", "H", "H", "H", "H"],
  "positions_angstrom": [[-0.623, -0.201, -1.802], [-0.571, -0.450, -0.420], [-0.066, 0.634, 0.336], [0.442, 0.032, 1.636], [1.338, -1.016, 1.355], [-0.909, -1.138, -2.286], [-1.366, 0.572, -2.050], [0.358, 0.117, -2.184], [0.768, 1.110, -0.204], [-0.846, 1.391, 0.513], [0.983, 0.786, 2.217], [-0.411, -0.317, 2.238], [0.904, -1.521, 0.651]],
  "e_lumo_ev": 1.01,
  "relative_energy_kcal_mol": 27.4,
  "homo_lumo_gap_ev": 11.22,
  "largest_force_ev_per_a": 0.404,
  "smiles": "COCCO",
  "charge": 0,
  "e_tot_ha": -269.55115
}

***

{
  "formula": "C4H10O",
  "method": "wB97M-V/def2-TZVPD",
  "species": ["C", "C", "C", "C", "O", "H", "H", "H", "H", "H", "H", "H", "H", "H", "H"],
  "positions_angstrom": [[-1.545, -0.819, 0.395], [-0.481, -0.613, -0.689], [0.473, 0.648, -0.569], [1.769, 0.437, 0.223], [-0.257, 1.675, 0.028], [-1.967, 0.096, 0.822], [-1.293, -1.420, 1.314], [-2.462, -1.344, 0.094], [0.010, -1.618, -0.678], [-1.037, -0.638, -1.644], [0.669, 0.831, -1.630], [2.281, 1.395, 0.329], [1.693, 0.133, 1.264], [2.507, -0.284, -0.226], [-0.360, 1.520, 0.968]],
  "e_lumo_ev": 1.02,
  "relative_energy_kcal_mol": 21.0,
  "homo_lumo_gap_ev": 11.22,
  "largest_force_ev_per_a": 2.679,
  "smiles": "CC[C@H](C)O",
  "charge": 0,
  "e_tot_ha": -233.61144
}

***

{
  "formula": "C5H6ClO3",
  "method": "wB97M-V/def2-TZVPD",
  "species": ["C", "C", "Cl", "C", "C", "O", "C", "O", "O", "H", "H", "H", "H", "H", "H"],
  "positions_angstrom": [[-1.078, -0.829, 0.922], [-0.770, 0.580, 0.620], [-1.839, 1.677, 1.559], [0.151, 1.215, -0.076], [1.257, 0.467, -0.810], [1.346, -0.769, -0.388], [1.892, -1.053, 0.969], [1.887, -2.274, 1.178], [2.408, -0.068, 1.472], [-0.636, -1.340, 1.741], [-0.669, -1.374, -0.055], [-2.209, -0.929, 1.144], [0.181, 2.344, -0.158], [1.173, 0.712, -1.900], [2.163, 0.984, -0.467]],
  "e_lumo_ev": 3.42,
  "relative_energy_kcal_mol": 12.1,
  "homo_lumo_gap_ev": 8.40,
  "largest_force_ev_per_a": 4.325,
  "smiles": "C/C(Cl)=C\\COC(=O)[O-]",
  "charge": -1,
  "e_tot_ha": -880.06648
}

***

{
  "formula": "C3H8O2",
  "method": "wB97M-V/def2-TZVPD",
  "species": ["C", "O", "H", "H", "C", "C", "O", "H", "H", "H", "H", "H", "H"],
  "positions_angstrom": [[0.148, -0.246, -2.699], [0.178, 0.879, -2.288], [0.698, -0.510, -3.613], [-0.412, -1.024, -2.162], [-0.965, -0.874, 2.072], [0.024, 0.266, 1.844], [0.735, 0.134, 0.612], [-0.836, -1.731, 1.422], [-1.019, -1.183, 3.117], [-1.948, -0.488, 1.788], [0.816, 0.282, 2.591], [-0.468, 1.237, 1.926], [0.097, 0.029, -0.109]],
  "e_lumo_ev": 0.71,
  "relative_energy_kcal_mol": 41.3,
  "homo_lumo_gap_ev": 10.84,
  "largest_force_ev_per_a": 1.211,
  "smiles": "C=O.CCO",
  "charge": 0,
  "e_tot_ha": -269.52909
}

***

{
  "formula": "C41H43Cl2N4O2W",
  "method": "wB97M-V/def2-TZVPD",
  "species": ["W", "C", "N", "C", "C", "C", "N", "C", "C", "C", "C", "C", "C", "C", "O", "C", "C", "C", "N", "C", "C", "C", "C", "C", "C", "C", "O", "H", "H", "H", "H", "H", "H", "H", "H", "H", "H", "H", "H", "H", "H", "H", "H", "H", "H", "H", "H", "H", "H", "H", "H", "H", "Cl", "C", "Cl", "H", "H", "N", "C", "C", "C", "C", "C", "C", "C", "C", "C", "H", "H", "H", "H", "C", "C", "C", "C", "C", "C", "C", "C", "C", "C", "H", "H", "H", "H", "H", "H", "H", "H", "H", "H", "H", "H"],
  "positions_angstrom": [[0.150, -0.019, -0.416], [-3.625, -0.298, -1.608], [-2.453, 0.361, -2.169], [-2.686, 1.805, -2.295], [-1.579, 2.684, -1.733], [-1.543, 2.748, -0.207], [-0.723, 1.721, 0.454], [-0.499, 1.906, 1.709], [0.325, 0.872, 2.373], [0.741, 1.078, 3.789], [1.290, 0.044, 4.488], [1.632, -1.249, 4.006], [1.656, -1.763, 2.692], [1.556, -1.065, 1.502], [1.312, -1.649, 0.338], [-2.086, -0.203, -3.466], [-1.889, -1.719, -3.491], [-0.935, -2.264, -2.421], [0.137, -1.296, -2.207], [1.097, -1.336, -3.065], [2.043, -0.301, -3.373], [2.913, -0.518, -4.456], [3.740, 0.472, -4.926], [3.694, 1.732, -4.312], [2.855, 1.977, -3.254], [2.020, 0.964, -2.729], [1.284, 1.217, -1.693], [-4.504, -0.200, -2.271], [-3.855, 0.140, -0.639], [-3.424, -1.351, -1.430], [-3.615, 2.052, -1.771], [-2.856, 2.061, -3.350], [-1.753, 3.702, -2.097], [-0.603, 2.381, -2.118], [-2.564, 2.680, 0.185], [-1.141, 3.718, 0.094], [-0.957, 2.741, 2.238], [0.559, 2.029, 4.282], [1.489, 0.211, 5.544], [1.880, -1.967, 4.781], [1.723, -2.844, 2.590], [-1.162, 0.286, -3.785], [-2.855, 0.048, -4.219], [-1.494, -1.956, -4.485], [-2.849, -2.233, -3.412], [-0.522, -3.223, -2.754], [-1.442, -2.423, -1.474], [1.143, -2.209, -3.729], [2.908, -1.495, -4.929], [4.408, 0.287, -5.757], [4.344, 2.523, -4.667], [2.839, 2.940, -2.758], [-3.623, 0.683, 2.278], [-4.535, 1.800, 3.288], [-3.506, 3.050, 4.022], [-5.000, 1.241, 4.092], [-5.277, 2.305, 2.680], [-6.498, -5.581, 4.798], [-5.766, -4.960, 4.161], [-4.857, -4.188, 3.369], [-3.549, -3.954, 3.810], [-2.678, -3.210, 3.048], [-3.076, -2.661, 1.810], [-4.397, -2.910, 1.382], [-5.268, -3.656, 2.144], [-2.180, -1.878, 1.056], [-1.337, -1.157, 0.513], [-3.228, -4.363, 4.760], [-1.668, -3.022, 3.390], [-4.726, -2.496, 0.436], [-6.279, -3.835, 1.799], [3.572, 1.195, 2.519], [2.702, 1.297, 1.241], [2.267, 2.766, 1.099], [1.408, 0.409, 1.329], [3.698, 0.939, 0.113], [3.828, -0.333, -0.439], [4.827, -0.629, -1.360], [5.746, 0.327, -1.753], [5.647, 1.597, -1.204], [4.644, 1.889, -0.293], [3.070, 1.636, 3.376], [4.516, 1.721, 2.361], [3.795, 0.152, 2.750], [1.604, 3.038, 1.922], [1.748, 2.931, 0.154], [3.115, 3.447, 1.163], [-0.351, -0.003, 2.387], [3.134, -1.114, -0.175], [4.874, -1.630, -1.775], [6.518, 0.093, -2.476], [6.350, 2.372, -1.488], [4.621, 2.889, 0.116]],
  "e_lumo_ev": [2.21, 2.20],
  "spin_multiplicity": 3,
  "s2": 2.06,
  "homo_lumo_gap_ev": [4.85, 4.62],
  "largest_force_ev_per_a": 0.871,
  "charge": -1,
  "e_tot_ha": -2945.03728
}